A cluster of 13 separate species, C73H82F4N13O3S in total in a non-equilibrium geometry. Source: the OMol25 dataset; level of theory: ωB97M-V/def2-TZVPD.

Bonds (Å) are listed after each position.
Cartesian coordinates (Å):
1 C -3.03 -1.81 -1.66  C2 1.608, H23 1.146, H24 1.149, H25 1.131
2 C -2.22 -3.20 -1.78  C1 1.608, C3 1.587, H26 1.148, H27 1.149
3 C -1.57 -3.71 -0.42  C2 1.587, F4 1.439, C5 1.595, H28 1.148
4 F -1.39 -5.13 -0.55  C3 1.439
5 C -0.29 -2.92 0.10  C3 1.595, S6 1.888, C13 1.599, C22 1.629
6 S 0.74 -2.14 -1.29  C5 1.888, O7 1.520, O8 1.518, C9 1.867
7 O 0.01 -0.98 -1.95  S6 1.520
8 O 2.02 -1.53 -0.76  S6 1.518
9 C 1.24 -3.37 -2.60  S6 1.867, F10 1.411, F11 1.398, F12 1.416
10 F 0.73 -3.05 -3.88  C9 1.411
11 F 0.95 -4.70 -2.29  C9 1.398
12 F 2.64 -3.29 -2.75  C9 1.416
13 C -0.79 -1.69 0.99  C5 1.599, C14 1.588, H29 1.148, H30 1.150
14 C -0.52 -1.75 2.56  C13 1.588, C15 1.630, C16 1.625, N17 1.479
15 C -1.90 -1.79 3.42  C14 1.630, H31 1.147, H32 1.133, H33 1.145
16 C 0.14 -0.32 2.96  C14 1.625, H34 1.148, H35 1.132, H36 1.150
17 N 0.41 -2.79 3.06  C14 1.479, O18 1.303, C19 1.479
18 O 1.64 -2.38 3.24  N17 1.303
19 C 0.31 -4.10 2.39  N17 1.479, C20 1.629, C21 1.588, C22 1.600
20 C 1.48 -5.03 3.06  C19 1.629, H37 1.143, H38 1.133, H39 1.138
21 C -1.04 -4.90 2.61  C19 1.588, H40 1.143, H41 1.134, H42 1.150
22 C 0.76 -3.90 0.87  C5 1.629, C19 1.600, H43 1.150, H44 1.145
23 H -4.07 -2.03 -1.24  C1 1.146
24 H -3.19 -1.45 -2.74  C1 1.149
25 H -2.46 -0.99 -1.13  C1 1.131
26 H -1.50 -3.18 -2.67  C2 1.148
27 H -3.01 -3.98 -2.06  C2 1.149
28 H -2.38 -3.58 0.39  C3 1.148
29 H -1.92 -1.54 0.85  C13 1.148
30 H -0.33 -0.72 0.59  C13 1.150
31 H -1.77 -2.63 4.19  C15 1.147
32 H -2.82 -1.97 2.77  C15 1.133
33 H -2.01 -0.83 4.02  C15 1.145
34 H 1.02 -0.08 2.26  C16 1.148
35 H 0.41 -0.26 4.06  C16 1.132
36 H -0.65 0.48 2.72  C16 1.150
37 H 1.17 -6.11 2.84  C20 1.143
38 H 1.56 -4.88 4.18  C20 1.133
39 H 2.45 -4.78 2.51  C20 1.138
40 H -1.99 -4.31 2.36  C21 1.143
41 H -1.05 -5.87 2.02  C21 1.134
42 H -1.14 -5.17 3.72  C21 1.150
43 H 1.81 -3.44 0.92  C22 1.150
44 H 0.90 -4.89 0.30  C22 1.145
45 N -1.47 2.11 1.36  C46 1.342, C50 1.342
46 C -1.71 2.09 0.04  N45 1.342, C47 1.385, H51 1.086
47 C -2.62 2.93 -0.59  C46 1.385, C48 1.387, H52 1.083
48 C -3.33 3.83 0.18  C47 1.387, C49 1.387, H53 1.085
49 C -3.10 3.88 1.55  C48 1.387, C50 1.386, H54 1.084
50 C -2.17 3.00 2.09  N45 1.342, C49 1.386, H55 1.086
51 H -1.14 1.36 -0.52  C46 1.086
52 H -2.77 2.87 -1.66  C47 1.083
53 H -4.05 4.50 -0.28  C48 1.085
54 H -3.64 4.57 2.19  C49 1.084
55 H -1.96 3.00 3.15  C50 1.086
56 N -5.45 -3.73 -0.51  C57 1.345, C61 1.342
57 C -5.71 -4.11 -1.77  N56 1.345, C58 1.385, H62 1.085
58 C -6.68 -5.03 -2.12  C57 1.385, C59 1.386, H63 1.083
59 C -7.44 -5.60 -1.11  C58 1.386, C60 1.387, H64 1.085
60 C -7.20 -5.23 0.21  C59 1.387, C61 1.385, H65 1.083
61 C -6.20 -4.30 0.45  N56 1.342, C60 1.385, H66 1.085
62 H -5.09 -3.64 -2.53  C57 1.085
63 H -6.85 -5.30 -3.16  C58 1.083
64 H -8.22 -6.32 -1.34  C59 1.085
65 H -7.78 -5.65 1.02  C60 1.083
66 H -5.98 -3.97 1.46  C61 1.085
67 N -1.45 7.04 -1.71  C68 1.342, C72 1.343
68 C -1.00 6.13 -0.84  N67 1.342, C69 1.384, H73 1.084
69 C 0.24 5.52 -0.94  C68 1.384, C70 1.385, H74 1.083
70 C 1.06 5.87 -2.00  C69 1.385, C71 1.387, H75 1.082
71 C 0.62 6.81 -2.91  C70 1.387, C72 1.386, H76 1.083
72 C -0.64 7.37 -2.72  N67 1.343, C71 1.386, H77 1.086
73 H -1.67 5.88 -0.03  C68 1.084
74 H 0.56 4.78 -0.20  C69 1.083
75 H 2.04 5.41 -2.11  C70 1.082
76 H 1.23 7.10 -3.75  C71 1.083
77 H -1.03 8.11 -3.41  C72 1.086
78 N 2.85 3.47 -3.15  C79 1.342, C83 1.341
79 C 3.97 4.06 -3.60  N78 1.342, C80 1.386, H84 1.086
80 C 5.14 3.38 -3.89  C79 1.386, C81 1.388, H85 1.083
81 C 5.16 2.00 -3.69  C80 1.388, C82 1.387, H86 1.084
82 C 4.02 1.37 -3.22  C81 1.387, C83 1.384, H87 1.083
83 C 2.90 2.14 -2.97  N78 1.341, C82 1.384, H88 1.085
84 H 3.90 5.14 -3.74  C79 1.086
85 H 6.01 3.91 -4.25  C80 1.083
86 H 6.06 1.43 -3.89  C81 1.084
87 H 4.00 0.30 -3.05  C82 1.083
88 H 1.98 1.69 -2.61  C83 1.085
89 N 8.24 -1.84 -0.30  C90 1.342, C94 1.342
90 C 8.30 -0.78 0.52  N89 1.342, C91 1.386, H95 1.085
91 C 7.22 0.05 0.79  C90 1.386, C92 1.386, H96 1.083
92 C 6.01 -0.23 0.17  C91 1.386, C93 1.386, H97 1.084
93 C 5.93 -1.31 -0.69  C92 1.386, C94 1.385, H98 1.083
94 C 7.06 -2.08 -0.89  N89 1.342, C93 1.385, H99 1.085
95 H 9.26 -0.60 0.98  C90 1.085
96 H 7.32 0.89 1.46  C91 1.083
97 H 5.14 0.40 0.35  C92 1.084
98 H 5.00 -1.56 -1.19  C93 1.083
99 H 7.04 -2.95 -1.55  C94 1.085
100 N 1.02 11.38 -5.25  C101 1.341, C105 1.341
101 C 1.47 10.47 -4.39  N100 1.341, C102 1.386, H106 1.085
102 C 2.71 9.86 -4.49  C101 1.386, C103 1.387, H107 1.083
103 C 3.53 10.21 -5.55  C102 1.387, C104 1.387, H108 1.084
104 C 3.08 11.15 -6.46  C103 1.387, C105 1.386, H109 1.083
105 C 1.83 11.71 -6.27  N100 1.341, C104 1.386, H110 1.085
106 H 0.80 10.22 -3.57  C101 1.085
107 H 3.03 9.12 -3.76  C102 1.083
108 H 4.51 9.75 -5.67  C103 1.084
109 H 3.70 11.45 -7.31  C104 1.083
110 H 1.44 12.45 -6.96  C105 1.085
111 N 10.13 3.39 -0.59  C112 1.341, C116 1.342
112 C 11.25 3.97 -1.04  N111 1.341, C113 1.386, H117 1.085
113 C 12.42 3.28 -1.32  C112 1.386, C114 1.387, H118 1.083
114 C 12.43 1.91 -1.12  C113 1.387, C115 1.387, H119 1.084
115 C 11.29 1.28 -0.66  C114 1.387, C116 1.386, H120 1.083
116 C 10.17 2.06 -0.41  N111 1.342, C115 1.386, H121 1.084
117 H 11.19 5.05 -1.18  C112 1.085
118 H 13.29 3.81 -1.69  C113 1.083
119 H 13.33 1.34 -1.33  C114 1.084
120 H 11.27 0.21 -0.49  C115 1.083
121 H 9.25 1.61 -0.04  C116 1.084
122 N -5.77 6.01 3.13  C123 1.342, C127 1.341
123 C -6.65 5.05 2.80  N122 1.342, C124 1.385, H128 1.085
124 C -7.99 5.08 3.18  C123 1.385, C125 1.387, H129 1.083
125 C -8.44 6.15 3.93  C124 1.387, C126 1.387, H130 1.084
126 C -7.54 7.15 4.28  C125 1.387, C127 1.385, H131 1.083
127 C -6.23 7.04 3.85  N122 1.341, C126 1.385, H132 1.085
128 H -6.25 4.23 2.22  C123 1.085
129 H -8.66 4.28 2.89  C124 1.083
130 H -9.47 6.20 4.25  C125 1.084
131 H -7.86 8.01 4.87  C126 1.083
132 H -5.50 7.80 4.10  C127 1.085
133 N -6.56 -7.33 -5.56  C134 1.341, C138 1.341
134 C -6.81 -7.71 -6.82  N133 1.341, C135 1.386, H139 1.085
135 C -7.78 -8.62 -7.18  C134 1.386, C136 1.387, H140 1.083
136 C -8.54 -9.19 -6.17  C135 1.387, C137 1.387, H141 1.084
137 C -8.30 -8.83 -4.85  C136 1.387, C138 1.385, H142 1.083
138 C -7.31 -7.90 -4.60  N133 1.341, C137 1.385, H143 1.085
139 H -6.18 -7.23 -7.58  C134 1.085
140 H -7.94 -8.89 -8.22  C135 1.083
141 H -9.31 -9.92 -6.41  C136 1.084
142 H -8.88 -9.25 -4.04  C137 1.083
143 H -7.09 -7.57 -3.59  C138 1.085
144 N 3.12 0.82 5.45  C145 1.342, C149 1.343
145 C 3.47 1.38 6.61  N144 1.342, C146 1.386, H150 1.085
146 C 3.52 0.70 7.82  C145 1.386, C147 1.387, H151 1.083
147 C 3.19 -0.65 7.82  C146 1.387, C148 1.387, H152 1.085
148 C 2.82 -1.26 6.63  C147 1.387, C149 1.386, H153 1.083
149 C 2.80 -0.49 5.48  N144 1.343, C148 1.386, H154 1.085
150 H 3.72 2.44 6.56  C145 1.085
151 H 3.81 1.20 8.73  C146 1.083
152 H 3.21 -1.22 8.74  C147 1.085
153 H 2.55 -2.31 6.60  C148 1.083
154 H 2.53 -0.92 4.52  C149 1.085
155 N 4.20 -8.17 -0.43  C156 1.341, C160 1.341
156 C 4.79 -8.89 -1.39  N155 1.341, C157 1.386, H161 1.085
157 C 4.86 -8.49 -2.72  C156 1.386, C158 1.387, H162 1.083
158 C 4.30 -7.27 -3.07  C157 1.387, C159 1.387, H163 1.084
159 C 3.69 -6.50 -2.08  C158 1.387, C160 1.386, H164 1.081
160 C 3.67 -7.00 -0.79  N155 1.341, C159 1.386, H165 1.086
161 H 5.21 -9.84 -1.07  C156 1.085
162 H 5.35 -9.11 -3.46  C157 1.083
163 H 4.33 -6.92 -4.09  C158 1.084
164 H 3.23 -5.55 -2.32  C159 1.081
165 H 3.20 -6.43 0.02  C160 1.086
166 N -6.22 0.87 4.80  C167 1.342, C171 1.341
167 C -5.93 2.17 4.69  N166 1.342, C168 1.386, H172 1.085
168 C -6.11 3.09 5.71  C167 1.386, C169 1.387, H173 1.083
169 C -6.61 2.63 6.92  C168 1.387, C170 1.387, H174 1.084
170 C -6.92 1.29 7.06  C169 1.387, C171 1.385, H175 1.083
171 C -6.71 0.45 5.98  N166 1.341, C170 1.385, H176 1.085
172 H -5.54 2.48 3.72  C167 1.085
173 H -5.86 4.13 5.57  C168 1.083
174 H -6.77 3.32 7.75  C169 1.084
175 H -7.32 0.89 7.99  C170 1.083
176 H -6.93 -0.61 6.03  C171 1.085

Computed properties:
Gap between HOMO and LUMO (alpha / beta) (eV): 9.2444 / 9.1199
Multiplicity: 2
Molar mass (g mol⁻¹): 1297.6
<S²>: 0.7543
HOMO level (alpha / beta) (eV): -8.74 / -9.16
F_max (eV/Å): 7.60
LUMO energy (alpha / beta) (eV): 0.5 / 0.0

Mulliken atomic charge list, values in e, 6 entries: C -0.63; C -0.58; C 0.11; F -0.48; C 2.22; S 0.98